(1)
C14H41N3OSi2 | ωB97M-V/def2-TZVPD

Element x y z (Å)
C -3.0615 1.1193 1.8681
N -1.6832 1.5901 1.8898
C -1.3701 2.4770 0.7615
Si 0.3938 3.1628 1.0768
O 0.3624 4.8317 1.5049
Si 0.7322 5.1185 3.1492
H -3.2389 0.2896 1.1719
H -3.7845 1.9089 1.6892
H -3.2816 0.7210 2.8629
H -1.0536 0.8041 1.8436
H -2.0386 3.3346 0.7137
H -1.3160 1.9577 -0.2096
H 0.9922 2.3242 2.1376
H 1.2387 3.0729 -0.1239
H 2.0923 5.6332 3.3441
H -0.2090 6.1463 3.6443
H 0.5124 3.8950 3.9382
C 3.7892 -0.3236 1.0236
C 3.0891 -0.7067 2.3194
N 2.0831 -1.7397 2.1504
C 1.2226 -1.8980 3.3144
C 1.8587 -2.3755 4.6213
C 2.5395 -2.9716 1.5281
C 3.6939 -3.7268 2.1937
H 3.0667 -0.0411 0.2562
H 4.4444 0.5308 1.1997
H 4.4098 -1.1326 0.6352
H 2.5956 0.1920 2.7002
H 3.8497 -0.9845 3.0637
H 0.4027 -2.5724 3.0506
H 0.7436 -0.9305 3.5013
H 2.0993 -3.4373 4.5924
H 1.1554 -2.2309 5.4445
H 2.7643 -1.8200 4.8665
H 2.8337 -2.7395 0.5005
H 1.6857 -3.6453 1.4204
H 4.5060 -3.0631 2.4939
H 4.1109 -4.4517 1.4910
H 3.3655 -4.2861 3.0685
C -2.4281 -1.1755 -1.6888
C -2.5637 -0.0220 -2.6717
N -1.4259 0.1054 -3.5628
C -1.4115 1.3610 -4.2992
C -2.5433 1.6252 -5.2945
C -1.0869 -1.0826 -4.3286
C -2.1646 -1.6827 -5.2367
H -1.4950 -1.1031 -1.1267
H -3.2543 -1.1489 -0.9764
H -2.4596 -2.1459 -2.1866
H -2.6443 0.9009 -2.0900
H -3.5117 -0.1300 -3.2189
H -0.4531 1.4474 -4.8188
H -1.4070 2.1716 -3.5631
H -2.4334 1.0337 -6.2024
H -2.5279 2.6752 -5.5953
H -3.5256 1.4247 -4.8655
H -0.7673 -1.8562 -3.6244
H -0.1946 -0.8714 -4.9232
H -3.1359 -1.7444 -4.7438
H -1.8803 -2.6986 -5.5207
H -2.2825 -1.1169 -6.1596

Results
**Multiplicity**: 1
**Total charge**: 0
**HOMO-LUMO gap**: 8.9 eV
**HOMO level**: -0.300 hartree
**E_tot**: -1376.49570 Ha
**Molar mass**: 323.674 Da


(2)
C14H42BeNO17 | ωB97M-V/def2-TZVPD

Element x y z (Å)
Be -11.0229 -18.9383 19.7886
N -13.2255 -18.3843 16.8763
O -13.1147 -18.7836 15.7297
O -12.5254 -18.7855 17.7412
O -14.1239 -17.6080 17.1298
C -15.3701 -14.6538 15.2532
C -16.2870 -14.5886 16.4405
O -17.6424 -15.0530 16.1846
O -14.9846 -15.9827 14.9274
H -14.4172 -14.1769 15.4827
H -15.7018 -14.1485 14.3461
H -16.3216 -13.5547 16.7838
H -15.9450 -15.2966 17.1954
H -17.5967 -15.9928 16.3752
H -14.8549 -16.4721 15.7430
C -10.9901 -22.3480 20.2937
C -12.0799 -22.0505 19.2602
O -12.7257 -20.8901 19.7687
O -10.0898 -21.2582 20.2746
H -10.4394 -23.2742 20.1298
H -11.4484 -22.4804 21.2738
H -12.8163 -22.8490 19.1694
H -11.6674 -21.7772 18.2890
H -13.6286 -21.1826 19.9130
H -9.2827 -21.5572 20.6998
C -9.3077 -19.3324 12.6383
C -10.6836 -19.1533 13.1868
O -10.8671 -19.5951 14.5286
O -9.0008 -20.6715 12.2768
H -8.5054 -18.8562 13.2018
H -9.2291 -18.7870 11.6979
H -11.4179 -19.6194 12.5297
H -10.8276 -18.0730 13.1673
H -11.6394 -19.1673 14.9055
H -8.2679 -20.6074 11.6602
C -10.4203 -16.1784 15.4098
C -8.8182 -16.3229 15.1278
O -8.2711 -15.0996 14.6048
O -10.6622 -15.2765 16.4412
H -10.6600 -17.0935 15.9513
H -11.0555 -15.9344 14.5583
H -8.5133 -17.0514 14.3765
H -8.3156 -16.5665 16.0638
H -8.1622 -14.4407 15.2944
H -10.3552 -14.4385 16.0875
C -8.1917 -20.0784 15.9176
C -9.2062 -20.2297 17.0848
O -9.0285 -19.2374 18.1425
O -7.0084 -20.6666 16.3794
H -8.0669 -19.0019 15.8009
H -8.4845 -20.6299 15.0242
H -9.1666 -21.1839 17.6101
H -10.2301 -20.1043 16.7328
H -8.0848 -19.0629 18.1690
H -6.5568 -20.0107 16.9156
C -17.6904 -18.3021 17.7667
C -17.1901 -18.0127 19.1959
O -15.7814 -18.3493 19.3441
O -17.0143 -17.6278 16.7701
H -18.7236 -17.9658 17.6801
H -17.6399 -19.3784 17.6022
H -17.6803 -18.7586 19.8215
H -17.4689 -16.9817 19.4137
H -15.2869 -17.7809 18.7491
H -16.0833 -17.8566 16.8198
C -15.3269 -21.4141 17.1350
C -16.3936 -22.5054 17.1242
O -16.2719 -23.3719 18.2288
O -15.3114 -20.7881 15.8997
H -14.3403 -21.7953 17.3982
H -15.5401 -20.6808 17.9128
H -16.3756 -23.1182 16.2230
H -17.3609 -22.0030 17.1228
H -16.9731 -24.0199 18.1287
H -14.5587 -20.1992 15.8090

Results
**Multiplicity**: 2
**⟨S²⟩**: 0.756
**Total charge**: +2
**Relative energy (zero: lowest compared OMol25 entry of this formula, charge and spin)**: 0.0 kcal per mole
**HOMO-LUMO gap (spin up / spin down)**: 2.9 / 2.9 eV
**HOMO level (spin up / spin down)**: -0.514 / -0.514 hartree
**E_tot**: -1906.08671 Ha
**Molar mass**: 505.492 Da


(3)
C14H42FN7O3P3 | ωB97M-V/def2-TZVPD

Element x y z (Å)
C 4.1788 4.4588 -5.3148
C 4.5921 3.1514 -6.2178
F 4.0015 1.8658 -5.6862
N 6.0760 3.0349 -6.5225
P 7.0544 2.8532 -5.0437
O 6.4139 1.9404 -3.9220
H 3.4293 5.1270 -5.9604
H 3.5453 4.1494 -4.3530
H 5.0691 5.1669 -5.0320
H 4.0584 3.3023 -7.2751
H 7.4300 4.0986 -4.4067
H 8.3025 2.1983 -5.4529
O 3.2357 0.1670 0.2757
P 2.1324 1.0497 -0.3574
N 1.1770 -0.3192 -0.7803
C 0.2825 -0.4555 -1.9266
C 0.5403 -0.9758 0.3669
N 3.1676 1.4473 -1.6830
C 3.2156 0.6457 -2.8951
C 4.5487 1.7882 -1.3063
N 0.8640 2.0645 -1.0852
C 1.2059 3.2203 -1.9279
C 0.0201 2.5965 0.0046
H -0.6422 0.1201 -1.8070
H -0.0049 -1.5041 -2.0663
H 0.7377 -0.1654 -2.8674
H -0.3713 -0.4505 0.6683
H 1.2081 -1.0096 1.2333
H 0.2771 -2.0141 0.1354
H 3.3585 -0.4170 -2.6835
H 4.0286 0.9664 -3.5650
H 2.3203 0.7886 -3.4922
H 5.1602 0.8917 -1.1455
H 4.5671 2.3866 -0.3909
H 5.0286 2.3892 -2.0871
H 1.9322 3.8790 -1.4397
H 0.3137 3.8145 -2.1618
H 1.5932 2.9139 -2.9034
H 0.5762 3.3141 0.6188
H -0.3238 1.7938 0.6647
H -0.8782 3.0831 -0.3893
O -2.0305 -2.0008 2.1817
P -3.4752 -2.0813 2.7326
N -2.9811 -1.5871 4.3066
C -3.5747 -1.9733 5.5837
C -2.6089 -0.1706 4.3943
N -3.4449 -3.8072 2.6470
C -2.9819 -4.6290 3.7535
C -2.8770 -4.3531 1.4041
N -5.1361 -2.1739 3.3660
C -6.0244 -3.2903 3.0091
C -5.8507 -0.9456 2.9614
H -4.5394 -1.4852 5.7619
H -2.9138 -1.6962 6.4133
H -3.7169 -3.0435 5.6886
H -3.4939 0.4665 4.4875
H -2.0545 0.1556 3.5089
H -1.9588 0.0173 5.2562
H -2.0060 -4.3087 4.1273
H -2.9002 -5.6895 3.4684
H -3.7056 -4.6364 4.5625
H -1.7804 -4.3720 1.4311
H -3.1902 -3.7616 0.5391
H -3.2285 -5.3768 1.2316
H -6.0623 -3.4497 1.9260
H -7.0475 -3.1071 3.3604
H -5.7291 -4.2205 3.5019
H -6.0102 -0.9218 1.8773
H -5.2808 -0.0508 3.2311
H -6.8183 -0.8635 3.4673

Results
**Multiplicity**: 1
**Total charge**: -1
**HOMO-LUMO gap**: 4.0 eV
**HOMO level**: -0.146 hartree
**E_tot**: -2291.31201 Ha
**Molar mass**: 468.456 Da


(4)
C14H42O14 | ωB97M-V/def2-TZVPD

Element x y z (Å)
C 14.9038 -11.2909 12.8834
C 13.3302 -11.2982 12.6695
O 12.8525 -10.8783 13.8562
O 15.2561 -12.2162 13.8750
H 15.3225 -10.3329 13.1918
H 15.2118 -11.5770 11.8777
H 13.0308 -12.3145 12.4131
H 12.9973 -10.7675 11.7775
H 13.2974 -11.4576 14.4792
H 16.1973 -12.0506 13.9665
C 4.2418 -14.4341 8.4512
C 5.4915 -14.7014 9.2088
O 6.5930 -15.3101 8.4739
O 4.4144 -13.3215 7.6429
H 3.4046 -14.4523 9.1490
H 4.0866 -15.2281 7.7207
H 5.3689 -15.2121 10.1639
H 5.8880 -13.7116 9.4352
H 6.9820 -14.5172 8.0976
H 4.7261 -13.5857 6.7742
C 13.3792 -9.6485 7.5400
C 13.2340 -10.4829 8.8569
O 12.1021 -10.1156 9.5532
O 12.2097 -9.9577 6.7166
H 14.2111 -10.0015 6.9306
H 13.3576 -8.5674 7.6773
H 14.1413 -10.3558 9.4474
H 13.2301 -11.5510 8.6395
H 11.8167 -10.9355 9.9630
H 11.3813 -9.6343 7.0783
C 9.6193 -12.4150 8.5601
C 9.8378 -13.1869 9.9007
O 10.7998 -12.4710 10.5725
O 8.6464 -13.0485 7.7774
H 10.5432 -12.4139 7.9817
H 9.2815 -11.4254 8.8678
H 10.0956 -14.2256 9.6939
H 8.9676 -13.2029 10.5569
H 10.7264 -12.6967 11.5027
H 8.8108 -12.7018 6.8974
C 7.3551 -11.0425 5.5403
C 8.8710 -11.1390 5.2697
O 9.2591 -12.4702 5.3030
O 6.7027 -11.4489 4.4127
H 7.0201 -10.0245 5.7393
H 7.0139 -11.6142 6.4033
H 9.3228 -10.5287 6.0517
H 9.0914 -10.6961 4.2984
H 9.2340 -12.8432 4.4188
H 7.0179 -12.3140 4.1410
C 12.6505 -13.2726 5.7051
C 13.0469 -12.6963 4.3180
O 13.1058 -13.6488 3.3000
O 13.4609 -14.3192 6.1717
H 11.6189 -13.6182 5.6387
H 12.6244 -12.4398 6.4078
H 14.0295 -12.2377 4.4290
H 12.2888 -11.9977 3.9641
H 13.0203 -13.2278 2.4415
H 13.5470 -15.0275 5.5295
C 9.1507 -13.4804 13.9097
C 9.0270 -14.0301 15.3878
O 9.9909 -13.4810 16.1810
O 10.0244 -14.1719 13.0973
H 9.3894 -12.4169 13.9027
H 8.1650 -13.6717 13.4854
H 9.0720 -15.1187 15.4197
H 8.0700 -13.7197 15.8074
H 10.8618 -13.6940 15.8377
H 9.9449 -15.1261 13.1667

Results
**Multiplicity**: 1
**Total charge**: 0
**Relative energy (zero: lowest compared OMol25 entry of this formula, charge and spin)**: 57.8 kcal per mole
**HOMO-LUMO gap**: 9.9 eV
**HOMO level**: -0.359 hartree
**E_tot**: -1611.77337 Ha
**Molar mass**: 434.476 Da
**SMILES**: OCCO.OCCO.OCCO.OCCO.OCCO.OCCO.OCCO


(5)
C14H42O7 | ωB97M-V/def2-TZVPD

Element x y z (Å)
C 1.5231 4.4097 -2.6345
C 0.5352 5.3274 -3.3259
O 0.9995 6.6204 -3.4073
H 2.0425 4.9868 -1.8694
H 2.2153 3.9868 -3.3626
H 0.9840 3.6003 -2.1422
H -0.3554 5.4393 -2.7075
H 0.2825 4.9878 -4.3304
H 1.1622 6.8041 -2.4792
C -0.0584 0.7085 -0.8308
C 0.3204 -0.2889 0.3072
O 1.1250 -1.2231 -0.3213
H -0.5263 0.1245 -1.6233
H 0.7115 1.3810 -1.2089
H -0.8417 1.3732 -0.4667
H -0.6145 -0.6576 0.7293
H 0.9410 0.3008 0.9819
H 1.8561 -1.4588 0.2546
C 3.2155 -3.3400 -2.4478
C 4.1597 -3.3410 -3.6208
O 3.4286 -2.5781 -4.6102
H 3.3807 -2.4929 -1.7821
H 3.3458 -4.3158 -1.9801
H 2.1697 -3.2810 -2.7494
H 4.1655 -4.3803 -3.9494
H 5.1001 -2.9785 -3.2058
H 3.2732 -3.2049 -5.3205
C 3.0504 -3.6047 2.1613
C 3.8938 -2.4416 1.7248
O 3.0983 -1.2618 1.7658
H 2.1946 -3.7563 1.5035
H 2.6588 -3.4456 3.1660
H 3.4971 -4.5989 2.1682
H 4.2291 -2.5875 0.6980
H 4.6984 -2.1681 2.4074
H 3.6776 -0.5794 2.1128
C -3.6249 -0.7005 -2.3639
C -5.0767 -0.3204 -2.2330
O -5.1882 1.0631 -2.2493
H -3.2234 -1.7005 -2.5276
H -2.9099 -0.4283 -1.5876
H -3.2708 -0.2799 -3.3051
H -5.4358 -0.7318 -1.2897
H -5.6862 -0.6976 -3.0542
H -4.7766 1.3850 -3.0547
C 0.2894 1.1858 3.9588
C -0.5097 2.3890 4.3747
O -1.8357 2.0636 4.4910
H 1.3484 1.3262 3.7419
H -0.2201 0.8310 3.0629
H 0.1695 0.4301 4.7351
H -0.3870 3.2645 3.7371
H -0.1277 2.8376 5.2916
H -1.9276 1.1383 4.2521
C -3.5499 0.1174 2.0165
C -3.7288 -1.1371 2.8343
O -3.1318 -1.1600 4.1616
H -3.9272 -0.0560 1.0086
H -2.5562 0.5456 1.8851
H -4.1342 0.9660 2.3723
H -3.4957 -2.0478 2.2827
H -4.8010 -1.1858 3.0244
H -3.8211 -1.1631 4.8297

Results
**Multiplicity**: 2
**⟨S²⟩**: 0.754
**Total charge**: +1
**Relative energy (zero: lowest compared OMol25 entry of this formula, charge and spin)**: 64.0 kcal per mole
**HOMO-LUMO gap (spin up / spin down)**: 9.3 / 2.5 eV
**HOMO level (spin up / spin down)**: -0.443 / -0.443 hartree
**E_tot**: -1084.76083 Ha
**Molar mass**: 322.483 Da


(6)
C14H42O7S7 | ωB97M-V/def2-TZVPD

Element x y z (Å)
C 0.4270 -1.0821 0.6538
S 0.1315 -0.6313 -1.1453
O -0.5200 -1.8349 -1.7678
C -1.1571 0.6484 -0.7858
H 1.0760 -1.9564 0.6029
H -0.4714 -1.5506 1.0557
H 0.9413 -0.2246 1.0877
H -0.7955 1.3726 -0.0558
H -1.9792 0.1600 -0.2626
H -1.5386 1.0372 -1.7300
C 1.3210 0.4978 2.7741
S 2.9214 0.3358 3.6119
O 3.6385 1.4949 2.8807
C 2.2143 0.7191 5.3091
H 0.5464 -0.1464 3.1901
H 1.4029 0.3212 1.7017
H 0.9792 1.5320 2.8169
H 1.7070 1.6748 5.4408
H 3.1633 0.8405 5.8315
H 1.8632 -0.1749 5.8245
C -0.4501 -3.5507 0.3954
S -1.7462 -2.8832 1.6473
O -2.7785 -3.9755 2.0146
C -0.7183 -3.0554 3.2062
H 0.4604 -2.9579 0.3075
H -0.8386 -3.7140 -0.6098
H -0.1119 -4.4778 0.8580
H -0.3859 -4.0855 3.3344
H -1.4031 -2.6639 3.9585
H 0.1304 -2.3921 3.0393
C -2.1153 -0.4176 -3.7156
S -0.6820 -0.0758 -4.7628
O -0.8152 -0.7796 -6.1170
C -0.8301 1.7595 -4.7894
H -1.9862 -0.0092 -2.7133
H -2.1252 -1.4958 -3.5565
H -3.0868 -0.2029 -4.1608
H -1.5443 1.9226 -5.5965
H 0.2155 2.0026 -4.9782
H -1.3738 2.0647 -3.8954
C 1.8007 -1.1890 -3.5019
S 1.3198 -2.8696 -3.9646
O 2.6168 -3.5048 -3.5848
C 0.2068 -3.1403 -2.5650
H 0.8811 -0.6042 -3.5239
H 2.4733 -0.7924 -4.2625
H 2.0303 -1.0841 -2.4415
H -0.7902 -2.7045 -2.5011
H 0.8708 -3.0036 -1.7115
H -0.1132 -4.1806 -2.6249
C 3.3965 2.2295 0.4266
S 1.6549 1.7554 -0.0455
O 1.6606 0.2293 0.1381
C 0.7453 2.5085 1.4226
H 3.7215 1.9582 1.4311
H 3.3881 3.3126 0.3046
H 4.0892 1.6875 -0.2173
H 0.6978 3.5961 1.3691
H 1.2987 2.3605 2.3499
H -0.2598 2.1588 1.6582
C -1.7015 3.0624 2.0846
S -3.4061 3.2902 1.5219
O -3.1616 4.6141 0.7811
C -3.2077 1.9718 0.2210
H -1.6847 3.8267 2.8615
H -1.0559 3.2885 1.2360
H -1.7258 2.0464 2.4787
H -4.0565 1.9565 -0.4626
H -3.0912 0.9274 0.5104
H -2.2839 2.2469 -0.2880

Results
**Multiplicity**: 1
**Total charge**: 0
**Relative energy (zero: lowest compared OMol25 entry of this formula, charge and spin)**: 537.3 kcal per mole
**HOMO-LUMO gap**: 6.7 eV
**HOMO level**: -0.256 hartree
**E_tot**: -3871.52813 Ha
**Molar mass**: 546.952 Da


(7)
C14H43N5O19S2 | ωB97M-V/def2-TZVPD

Element x y z (Å)
C -1.1443 1.5275 3.3224
O -1.6363 0.8028 2.1777
H -1.1300 2.5990 3.1231
H -1.8923 1.4084 4.1063
H -0.1828 1.1408 3.6602
H -2.5784 0.9691 2.0987
C 1.5665 1.0965 1.5967
O 1.9824 0.7185 0.3356
H 1.2204 2.1222 1.7237
H 0.7219 0.4736 1.8913
H 2.4553 0.9095 2.1995
H 1.2234 0.2955 -0.0725
C -0.4449 0.2827 0.1983
O 0.6894 -0.5238 -0.1772
H -1.3966 -0.1904 -0.0438
H -0.5368 0.4923 1.2640
H -0.4220 1.2356 -0.3305
H 0.5018 -1.1822 -0.8503
O 2.5948 5.9035 1.2271
S 1.3059 5.2942 1.0778
O 0.1606 6.1983 0.7156
O 1.4149 4.1244 -0.0657
C 0.2379 3.5333 -0.6059
C 0.7112 2.4820 -1.6516
C 0.7928 4.2018 2.5297
H -0.4377 4.2952 -0.9948
H -0.3390 2.8740 0.0426
H 1.3627 1.7612 -1.1575
H 1.3482 2.8681 -2.4473
H -0.1301 1.9119 -2.0456
H 0.5894 4.9242 3.3202
H 1.6422 3.6134 2.8766
H -0.1039 3.6049 2.3629
O -0.2864 -1.4671 -1.3030
S 0.4868 -2.6494 -1.7329
O 1.4187 -2.6294 -2.9034
O 1.2401 -3.2294 -0.4089
C 2.2738 -4.2115 -0.5170
C 3.6478 -3.6113 -0.7406
C -0.8827 -3.9280 -1.9107
H 2.0546 -4.8901 -1.3413
H 2.3556 -4.8138 0.3878
H 3.8221 -3.2491 -1.7538
H 4.5047 -4.2341 -0.4839
H 3.7764 -2.7032 -0.1517
H -1.5500 -3.7924 -2.7619
H -1.3780 -3.7215 -0.9620
H -0.4775 -4.9398 -1.9004
C 1.4883 0.2941 -1.9554
N 2.6121 1.1697 -2.3355
O 2.3593 2.2792 -2.8449
O 3.7445 0.9163 -1.9920
H 0.5957 0.9106 -1.8495
H 1.7692 -0.1541 -1.0023
H 1.3460 -0.5039 -2.6841
C -2.0562 -1.2696 1.8903
N -3.3480 -1.4910 1.2059
O -3.3447 -1.8174 0.0355
O -4.3662 -1.4299 1.8959
H -2.3519 -0.9946 2.9027
H -1.5680 -0.4364 1.3848
H -1.5615 -2.2303 2.0333
C -2.1049 -1.0357 -1.2721
N -2.4781 -1.7676 -2.4946
O -2.7132 -1.0799 -3.4782
O -2.5366 -3.0080 -2.5091
H -2.9921 -0.5396 -0.8786
H -1.2097 -0.4469 -1.4719
H -1.8306 -1.8596 -0.6132
C -2.6651 2.4126 -1.3430
N -3.2280 1.2010 -0.7573
O -2.7007 0.8892 0.2608
O -4.2210 0.7068 -1.2498
H -2.3437 2.0181 -2.3069
H -1.8947 2.6997 -0.6273
H -3.3910 3.2224 -1.4163
C 0.9941 -1.9871 1.2071
N 2.0088 -2.8287 1.9133
O 2.2161 -3.9816 1.4507
O 2.5116 -2.3714 2.8902
H -0.0494 -2.2927 1.2843
H 1.1493 -1.8917 0.1325
H 1.0076 -1.0007 1.6707

Results
**Multiplicity**: 1
**Total charge**: 0
**Relative energy (zero: lowest compared OMol25 entry of this formula, charge and spin)**: 1041.0 kcal per mole
**HOMO-LUMO gap**: 7.3 eV
**HOMO level**: -0.316 hartree
**E_tot**: -3056.71377 Ha
**Molar mass**: 649.648 Da